ORCA calculation (the ωB97M-V functional and the def2-TZVPD basis) on a structure of composition C16H29CoN2S.

Geometry as XYZ:
```
49
Properties=species:S:1:pos:R:3:lowdin_charge:R:1
C 0.952 1.926 -0.911 -0.243
H 1.605 2.273 -0.117 0.072
H 1.515 1.713 -1.810 0.105
H -0.548 1.043 0.054 0.148
C 0.001 3.117 -1.219 -0.268
H -0.903 2.764 -1.737 0.088
H -0.388 3.593 -0.303 0.118
C 0.698 4.200 -2.069 -0.081
H 0.017 5.007 -2.327 0.086
H 1.548 4.661 -1.541 0.092
H 1.089 3.782 -2.998 0.076
C -0.685 -1.638 -0.189 -0.191
C -1.298 -0.676 -1.055 -0.238
C -0.396 -0.414 -2.143 -0.246
C 0.798 -1.187 -1.908 -0.236
C 0.606 -1.940 -0.700 -0.227
C 1.547 -2.948 -0.148 -0.002
C 1.977 -1.280 -2.813 0.018
C -0.685 0.365 -3.374 0.030
C -2.675 -0.126 -0.903 -0.002
C -1.348 -2.344 0.936 0.017
Co 0.560 0.299 -0.485 0.313
H 2.856 -1.573 -2.233 0.093
H 1.818 -2.028 -3.598 0.121
H 2.168 -0.314 -3.293 0.096
H 2.571 -2.776 -0.505 0.097
H 1.558 -2.924 0.949 0.083
H 1.260 -3.964 -0.456 0.124
H -2.147 -1.737 1.393 0.089
H -1.812 -3.284 0.596 0.130
H -0.637 -2.612 1.728 0.092
H -2.751 0.878 -1.344 0.093
H -3.422 -0.769 -1.392 0.119
H -2.946 -0.047 0.157 0.086
H 0.178 0.979 -3.657 0.100
H -0.898 -0.302 -4.219 0.129
H -1.554 1.013 -3.217 0.093
S 1.724 0.139 1.433 0.925
C 0.691 -0.069 2.805 -0.654
N 1.136 -0.567 3.976 0.056
C 0.100 -0.630 4.992 -0.097
C -1.116 -0.047 4.271 -0.096
N -0.604 0.251 2.939 0.053
H 2.091 -0.869 4.098 0.160
H 0.379 -0.039 5.870 0.139
H -0.053 -1.663 5.313 0.135
H -1.478 0.861 4.755 0.136
H -1.942 -0.762 4.208 0.130
H -1.156 0.665 2.192 0.139
```

Summary:
multiplicity = 5
⟨S²⟩ = 6.03
energy = -68485.3901 eV
molecular weight = 340.42 Da
charge = +2
energy relative to the best compared isomer or geometry (same formula, charge and spin) = 1.5 kcal/mol
max |F| = 6.2 eV/A
LUMO (alpha / beta) = -6.817 / -10.461 eV
frontier orbital gap (alpha / beta) = 7.41 / 5.74 eV


ORCA calculation (the ωB97M-V functional and the def2-TZVPD basis) on a structure of composition C50H50NO6P2SiTi.

Geometry as XYZ:
```
111
Properties=species:S:1:pos:R:3:lowdin_charge:R:1
Ti -0.571 0.157 0.141 1.030
O -5.255 2.080 -1.622 0.147
C -4.195 1.571 -0.984 -0.497
O -4.153 1.314 0.186 0.143
C -3.057 1.378 -1.965 -0.080
O -2.148 0.357 -1.567 -0.197
C -2.841 -0.904 -1.359 -0.044
C -2.983 -1.185 0.127 -0.510
O -3.751 -1.972 0.564 0.189
O -2.095 -0.452 0.875 -0.153
H -5.944 2.249 -0.958 0.148
H -2.483 2.299 -2.042 0.122
H -3.478 1.134 -2.940 0.152
H -2.236 -1.688 -1.806 0.112
H -3.830 -0.918 -1.811 0.161
C -1.512 1.870 2.655 -0.248
P -1.195 2.725 1.048 1.087
C 0.057 3.986 1.504 -0.334
C -0.081 4.674 2.710 -0.078
C 0.779 5.710 3.033 -0.064
C 1.779 6.092 2.146 -0.069
C 1.905 5.436 0.932 -0.068
C 1.046 4.390 0.614 -0.119
C -2.591 3.844 0.709 -0.373
C -2.555 4.578 -0.476 -0.110
C -3.568 5.478 -0.779 -0.066
C -4.625 5.650 0.107 -0.071
C -4.663 4.923 1.290 -0.064
C -3.653 4.019 1.589 -0.083
C -0.260 1.072 2.865 -0.356
C 0.527 0.809 3.933 -0.009
C 1.731 0.165 3.444 -0.010
C 1.628 0.043 2.099 -0.364
C 2.608 -0.232 0.989 -0.242
P 2.580 1.285 -0.143 1.125
C 1.676 0.726 -1.668 -0.396
C 2.082 -0.362 -2.455 -0.111
C 1.517 -0.595 -3.688 -0.058
C 0.518 0.253 -4.178 -0.046
C 0.106 1.330 -3.429 -0.073
C 0.674 1.566 -2.172 -0.144
C 4.337 1.348 -0.672 -0.369
C 5.229 1.691 0.351 -0.119
C 6.588 1.795 0.102 -0.076
C 7.078 1.582 -1.182 -0.079
C 6.201 1.275 -2.208 -0.075
C 4.837 1.160 -1.956 -0.087
N 0.390 0.575 1.716 -0.153
H -2.405 1.251 2.550 0.088
H -1.663 2.569 3.473 0.084
H -0.869 4.418 3.406 0.100
H 0.662 6.227 3.977 0.110
H 2.447 6.905 2.398 0.110
H 2.673 5.732 0.228 0.110
H 1.164 3.891 -0.334 0.055
H -1.713 4.474 -1.156 0.104
H -3.529 6.050 -1.697 0.111
H -5.414 6.355 -0.121 0.109
H -5.483 5.059 1.984 0.111
H -3.707 3.441 2.504 0.108
H 0.315 1.074 4.958 0.115
H 2.580 -0.134 4.042 0.114
H 2.344 -1.120 0.424 0.034
H 3.618 -0.354 1.372 0.095
H 2.871 -1.008 -2.099 0.094
H 1.864 -1.427 -4.291 0.119
H 0.088 0.074 -5.156 0.116
H -0.639 2.011 -3.823 0.113
H 0.418 2.470 -1.634 0.064
H 4.853 1.880 1.352 0.104
H 7.264 2.058 0.905 0.108
H 8.139 1.666 -1.380 0.108
H 6.574 1.124 -3.213 0.107
H 4.171 0.943 -2.781 0.092
C 1.342 -5.498 -0.551 -0.076
C 1.646 -4.043 -0.146 -0.581
C 2.272 -4.049 1.263 -0.074
C 2.682 -3.498 -1.136 -0.081
Si -0.014 -3.136 -0.084 0.644
O 0.085 -1.424 -0.295 -0.320
C -0.776 -3.504 1.567 -0.221
C -1.308 -4.780 1.813 -0.099
C -1.817 -5.120 3.057 -0.065
C -1.800 -4.193 4.092 -0.068
C -1.259 -2.934 3.878 -0.057
C -0.752 -2.597 2.631 -0.075
C -1.085 -3.694 -1.504 -0.245
C -2.330 -4.310 -1.347 -0.083
C -3.088 -4.679 -2.455 -0.060
C -2.619 -4.434 -3.737 -0.072
C -1.387 -3.811 -3.915 -0.070
C -0.635 -3.447 -2.809 -0.101
H 2.260 -6.087 -0.442 0.095
H 1.008 -5.579 -1.587 0.082
H 0.583 -5.964 0.082 0.071
H 3.289 -4.454 1.208 0.093
H 1.700 -4.667 1.956 0.084
H 2.337 -3.047 1.702 0.071
H 3.520 -4.201 -1.193 0.095
H 3.095 -2.541 -0.819 0.054
H 2.283 -3.391 -2.149 0.069
H -1.324 -5.530 1.032 0.093
H -2.227 -6.110 3.219 0.108
H -2.203 -4.456 5.062 0.107
H -1.227 -2.209 4.682 0.107
H -0.320 -1.612 2.510 0.071
H -2.741 -4.467 -0.358 0.097
H -4.053 -5.151 -2.312 0.111
H -3.210 -4.723 -4.597 0.108
H -1.017 -3.615 -4.915 0.106
H 0.317 -2.949 -2.963 0.076
```

Summary:
energy = -116006.9387 eV
molecular weight = 898.85 Da
charge = +1
max |F| = 1.0 eV/A
LUMO = -3.357 eV
frontier orbital gap = 7.11 eV


ORCA calculation (the ωB97M-V functional and the def2-TZVPD basis) on a structure of composition C6H12N2.

Geometry as XYZ:
```
20
Properties=species:S:1:pos:R:3:lowdin_charge:R:1
C 1.598 -0.139 0.621 -0.307
C 0.392 1.307 -1.094 -0.073
C -1.204 0.812 -0.013 -0.123
C -1.035 1.638 -1.267 -0.264
C -1.521 -1.976 0.698 -0.101
C -0.507 -1.039 0.113 -0.217
N 2.954 -0.363 0.394 0.069
N 0.707 -1.092 0.513 0.019
H 1.343 0.774 1.151 0.117
H 3.576 -0.072 1.137 0.078
H 3.168 -1.289 0.055 0.083
H 1.061 2.097 -0.775 0.066
H 0.780 0.497 -1.694 0.074
H -1.026 1.389 0.891 0.088
H -2.153 0.287 0.067 0.062
H -1.508 1.181 -2.132 0.105
H -1.304 2.690 -1.184 0.102
H -1.151 -2.997 0.570 0.076
H -1.692 -1.813 1.769 0.080
H -2.480 -1.893 0.181 0.063
```

Summary:
energy = -9391.1087 eV
molecular weight = 112.18 Da
energy relative to the best compared isomer or geometry (same formula, charge and spin) = 132.4 kcal/mol
max |F| = 1.7 eV/A
LUMO (alpha / beta) = 0.697 / 0.601 eV
frontier orbital gap (alpha / beta) = 6.96 / 6.94 eV


ORCA calculation (the ωB97M-V functional and the def2-TZVPD basis) on a structure of composition C52H41Cl2CrN3O7S2.

Geometry as XYZ:
```
108
Properties=species:S:1:pos:R:3:lowdin_charge:R:1
Cr -1.359 1.556 0.486 0.673
O -1.029 7.538 1.364 0.070
C -1.084 6.187 1.234 -0.273
C -1.735 5.385 2.173 0.069
C -1.751 4.023 1.952 -0.184
N -1.228 3.519 0.844 0.003
C -0.463 4.242 0.035 -0.134
C -0.382 5.610 0.175 0.090
C 0.460 3.343 -0.780 -0.548
O 1.219 3.808 -1.610 0.075
O 0.399 2.121 -0.369 -0.147
C -2.103 2.916 2.953 -0.610
O -2.827 3.167 3.909 0.032
O -1.515 1.827 2.647 -0.097
H -1.517 7.798 2.152 0.107
H -2.169 5.784 3.081 0.129
H 0.251 6.194 -0.476 0.134
C -3.502 -5.507 -1.137 -0.057
C -2.698 -4.327 -0.664 -0.273
C -1.649 -4.494 0.238 -0.035
C -0.905 -3.409 0.673 -0.052
C -1.220 -2.150 0.190 -0.330
C -2.269 -1.946 -0.691 -0.076
C -2.998 -3.046 -1.118 -0.032
S -0.271 -0.753 0.764 0.982
O 0.181 -1.058 2.131 -0.420
C 1.088 -0.858 -0.407 -0.263
C 0.744 -0.410 -1.706 -0.075
C 1.673 -0.454 -2.695 0.006
C 2.992 -0.906 -2.429 -0.163
C 3.986 -0.895 -3.435 -0.037
C 5.273 -1.261 -3.156 -0.093
C 5.622 -1.658 -1.850 -0.076
C 4.679 -1.691 -0.863 -0.006
C 3.337 -1.322 -1.125 -0.116
C 2.343 -1.301 -0.088 -0.132
C 2.763 -1.759 1.266 -0.156
C 2.900 -3.158 1.499 -0.110
C 2.511 -4.119 0.531 -0.024
C 2.633 -5.456 0.781 -0.080
C 3.159 -5.908 2.011 -0.090
C 3.547 -5.005 2.959 -0.041
C 3.427 -3.612 2.730 -0.156
C 3.817 -2.663 3.704 -0.017
C 3.666 -1.328 3.472 -0.046
C 3.133 -0.879 2.247 -0.276
S 2.872 0.923 2.127 1.048
O 3.495 1.462 3.366 -0.511
C 4.033 1.238 0.798 -0.358
C 3.538 1.599 -0.443 -0.060
C 4.431 1.860 -1.472 -0.022
C 5.801 1.772 -1.268 -0.275
C 6.762 2.020 -2.397 -0.051
C 6.274 1.448 0.004 -0.046
C 5.397 1.189 1.042 -0.063
H -3.114 -6.439 -0.728 0.070
H -3.483 -5.580 -2.226 0.080
H -4.546 -5.415 -0.835 0.079
H -1.410 -5.486 0.604 0.109
H -0.103 -3.526 1.390 0.109
H -2.486 -0.946 -1.045 0.059
H -3.808 -2.901 -1.823 0.117
H -0.240 0.014 -1.877 0.042
H 1.421 -0.099 -3.687 0.120
H 3.706 -0.572 -4.431 0.113
H 6.027 -1.238 -3.933 0.099
H 6.647 -1.926 -1.625 0.104
H 4.963 -1.979 0.141 0.123
H 2.102 -3.780 -0.413 0.122
H 2.322 -6.174 0.033 0.100
H 3.254 -6.970 2.198 0.096
H 3.951 -5.340 3.907 0.108
H 4.227 -3.014 4.644 0.111
H 3.922 -0.582 4.212 0.103
H 2.471 1.703 -0.603 0.086
H 4.044 2.148 -2.443 0.124
H 6.284 2.578 -3.202 0.077
H 7.121 1.075 -2.815 0.068
H 7.633 2.582 -2.059 0.075
H 7.343 1.406 0.181 0.110
H 5.750 0.957 2.039 0.113
Cl -4.032 3.577 -0.268 0.745
C -4.052 2.670 -1.774 -0.566
C -5.053 3.004 -2.662 -0.176
C -5.175 2.357 -3.883 -0.144
C -4.246 1.362 -4.177 -0.168
C -3.252 1.041 -3.286 -0.581
Cl -2.131 -0.215 -3.778 0.670
C -3.029 1.676 -2.003 -0.465
N -2.040 1.345 -1.214 -0.113
H -5.747 3.787 -2.382 0.089
H -5.950 2.626 -4.586 0.081
H -4.288 0.826 -5.116 0.088
C -6.139 1.764 2.436 -0.031
C -5.741 0.555 1.578 -0.569
C -6.492 0.561 0.241 -0.025
C -5.971 -0.756 2.338 -0.035
C -4.310 0.679 1.293 -0.075
N -3.204 0.812 1.036 0.180
H -7.207 1.706 2.651 0.088
H -5.936 2.692 1.902 0.069
H -5.581 1.784 3.372 0.093
H -7.563 0.496 0.437 0.089
H -6.196 -0.286 -0.378 0.092
H -6.285 1.474 -0.317 0.073
H -7.032 -0.846 2.573 0.087
H -5.404 -0.772 3.268 0.094
H -5.673 -1.614 1.735 0.087
```

Summary:
multiplicity = 4
⟨S²⟩ = 3.79
energy = -148533.3779 eV
molecular weight = 1006.95 Da
charge = -1
energy relative to the best compared isomer or geometry (same formula, charge and spin) = 6.3 kcal/mol
max |F| = 0.6 eV/A
LUMO (alpha / beta) = 2.248 / 2.248 eV
frontier orbital gap (alpha / beta) = 5.92 / 6.23 eV


ORCA calculation (the ωB97M-V functional and the def2-TZVPD basis) on a cluster of 2 separate species, C6H12N in total.

Geometry as XYZ:
```
19
Properties=species:S:1:pos:R:3:lowdin_charge:R:1
C -1.706 -2.358 0.944 0.233
C -0.729 -2.094 0.303 -0.157
C -0.223 0.876 1.145 -0.068
C 1.542 1.283 -0.502 -0.038
C -0.722 0.696 -1.166 -0.055
C 0.520 -1.722 -0.217 0.159
N 0.323 0.554 -0.181 -0.297
H -2.455 -2.842 1.493 0.063
H 0.091 1.955 1.527 0.152
H -1.300 0.661 1.168 0.089
H 0.248 0.218 1.989 0.127
H 2.204 1.341 0.344 0.093
H 2.164 0.599 -1.218 0.144
H 1.346 2.219 -0.856 0.070
H -0.479 0.786 -2.220 0.120
H -1.276 -0.134 -1.069 0.034
H -1.191 1.620 -0.856 0.115
H 0.507 -1.825 -1.267 0.106
H 1.135 -1.833 0.638 0.111
```

Summary:
energy = -7894.5822 eV
molecular weight = 98.17 Da
charge = +1
energy relative to the best compared isomer or geometry (same formula, charge and spin) = 126.4 kcal/mol
max |F| = 5.3 eV/A
LUMO (alpha / beta) = -6.034 / -6.034 eV
frontier orbital gap (alpha / beta) = 8.24 / 8.24 eV


ORCA calculation (the ωB97M-V functional and the def2-TZVPD basis) on a cluster of 2 separate species, C4H8O2 in total.

Geometry as XYZ:
```
14
Properties=species:S:1:pos:R:3:lowdin_charge:R:1
C -0.897 -0.405 -1.486 -0.043
O 0.309 -0.811 -1.291 -0.071
C 1.298 -0.157 -0.706 -0.153
C 0.964 0.904 0.300 -0.144
C 0.683 -0.008 1.482 -0.266
O -0.369 -0.552 1.739 -0.012
H -1.155 0.624 -1.269 0.071
H -2.829 -0.252 0.457 0.049
H -1.543 -1.080 -2.027 0.082
H 2.169 -0.788 -0.574 0.115
H 0.141 1.558 -0.002 0.106
H 1.841 1.533 0.466 0.114
H 1.609 -0.308 2.016 0.126
H -2.221 -0.257 0.894 0.026
```

Summary:
energy = -8367.5830 eV
molecular weight = 88.11 Da
energy relative to the best compared isomer or geometry (same formula, charge and spin) = 131.4 kcal/mol
max |F| = 1.0 eV/A
LUMO (alpha / beta) = 0.602 / 0.120 eV
frontier orbital gap (alpha / beta) = 8.24 / 7.69 eV


ORCA calculation (the ωB97M-V functional and the def2-TZVPD basis) on a structure of composition C3H7N3.

Geometry as XYZ:
```
13
Properties=species:S:1:pos:R:3:lowdin_charge:R:1
C 1.813 -0.144 0.034 -0.175
N 0.676 -1.024 -0.070 -0.049
C -1.163 0.581 -0.688 -0.124
C -0.386 -0.746 0.653 -0.409
N -2.193 0.254 -1.260 0.136
N -0.799 0.460 1.136 0.061
H -2.805 -0.477 -0.925 0.080
H -0.008 1.087 1.282 0.058
H -0.403 1.272 -1.018 0.105
H -1.146 -1.524 0.662 0.111
H 2.586 -0.502 -0.645 0.068
H 2.233 -0.149 1.050 0.082
H 1.595 0.911 -0.208 0.058
```

Summary:
energy = -7691.0818 eV
molecular weight = 85.11 Da
energy relative to the best compared isomer or geometry (same formula, charge and spin) = 83.0 kcal/mol
max |F| = 3.3 eV/A
LUMO = 0.762 eV
frontier orbital gap = 9.67 eV


ORCA calculation (the ωB97M-V functional and the def2-TZVPD basis) on a structure of composition C13H23Cl9O20S5.

Geometry as XYZ:
```
70
Properties=species:S:1:pos:R:3:lowdin_charge:R:1
C -5.024 -1.035 -2.517 -0.116
C -5.941 0.232 -2.631 -0.150
O -5.172 1.374 -2.937 -0.183
S -3.637 0.983 -3.072 0.642
O -2.803 1.894 -2.324 -0.230
O -3.437 0.732 -4.458 -0.215
O -3.721 -0.451 -2.298 -0.211
H -5.042 -1.637 -3.411 0.126
H -5.179 -1.633 -1.657 0.108
H -6.379 0.470 -1.670 0.128
H -6.703 0.191 -3.387 0.127
C 0.599 -6.153 0.924 -0.110
C 0.204 -5.447 -0.404 -0.161
O -1.228 -5.702 -0.566 -0.186
S -1.372 -7.236 -0.123 0.564
O -0.845 -8.030 -1.181 -0.227
O -2.665 -7.494 0.376 -0.215
O -0.374 -7.250 1.100 -0.197
H 0.351 -5.515 1.790 0.117
H 1.574 -6.542 0.989 0.109
H 0.737 -5.915 -1.221 0.110
H 0.396 -4.369 -0.384 0.108
C 1.389 -0.027 2.244 -0.205
C 1.601 -0.248 3.715 -0.079
O 1.143 1.119 4.320 -0.206
S 1.806 2.217 3.382 0.545
O 3.088 2.512 3.858 -0.235
O 0.829 3.232 3.160 -0.231
O 1.923 1.320 2.052 -0.227
H 0.402 -0.032 1.901 0.047
H 1.916 -0.765 1.595 0.077
H 2.565 -0.550 4.012 0.113
H 0.822 -0.878 4.168 0.102
C 0.237 1.101 -2.839 -0.080
C 0.228 1.574 -1.383 -0.090
O 1.072 0.564 -0.683 -0.213
S 0.941 -0.793 -1.452 0.484
O 0.191 -1.735 -0.665 -0.268
O 2.206 -1.270 -1.803 -0.229
O 0.027 -0.343 -2.596 -0.161
H 1.185 1.392 -3.290 0.142
H -0.622 1.423 -3.393 0.112
H -0.818 1.518 -0.990 0.137
H 0.697 2.537 -1.236 0.111
C 1.060 5.796 1.123 -0.114
C 0.145 6.971 0.902 -0.177
O -0.990 6.499 0.177 -0.182
S -0.576 5.227 -0.754 0.596
O 0.004 5.667 -2.002 -0.235
O -1.739 4.445 -0.733 -0.206
O 0.560 4.717 0.236 -0.230
H 0.911 5.451 2.160 0.118
H 2.098 5.947 0.866 0.122
H 0.786 7.696 0.396 0.130
H -0.306 7.395 1.786 0.133
C 4.076 2.623 -0.274 -1.576
Cl 4.764 1.352 -1.237 0.572
Cl 4.027 4.114 -1.273 0.521
Cl 4.914 2.872 1.213 0.622
H 3.089 2.297 -0.117 -0.043
C 4.261 -3.058 -0.030 -1.575
Cl 3.651 -4.380 -0.965 0.591
Cl 5.990 -3.310 0.284 0.525
Cl 3.448 -2.866 1.501 0.589
H 4.229 -2.203 -0.709 -0.002
C -2.349 -1.732 2.550 -1.528
Cl -2.172 -0.020 2.934 0.599
Cl -0.845 -2.613 2.643 0.601
Cl -3.177 -2.070 1.014 0.554
H -3.028 -2.153 3.296 0.013
```

Summary:
energy = -221676.4188 eV
molecular weight = 978.72 Da
energy relative to the best compared isomer or geometry (same formula, charge and spin) = 19.1 kcal/mol
max |F| = 4.3 eV/A
LUMO = 0.138 eV
frontier orbital gap = 11.18 eV


Q: The highest max |F| belongs to which entry?
A: C16H29CoN2S